{"formula": "C17H15CaN2O8S", "method": "wB97M-V/def2-TZVPD", "lumo_energy_ev": 1.73, "e_homo_ev": -4.8, "orbital_gap_ev": 6.575, "de_lowest_kj_mol": 57.5, "multiplicity": 1, "charge": -1, "energy_ev": -66512.0262, "symbols": ["Ca", "N", "C", "C", "C", "O", "O", "H", "H", "H", "H", "H", "H", "O", "C", "O", "C", "C", "C", "C", "S", "C", "C", "H", "H", "H", "H", "H", "O", "C", "O", "C", "C", "C", "C", "C", "C", "N", "O", "O", "H", "H", "H", "H"], "positions_angstrom": [[0.442, -0.091, 0.421], [-0.266, 2.061, -0.940], [0.727, 2.534, -1.933], [2.152, 2.391, -1.393], [2.299, 0.980, -0.843], [1.792, 0.041, -1.530], [2.684, 0.830, 0.344], [-1.179, 1.975, -1.375], [-0.401, 2.749, -0.204], [0.548, 3.572, -2.232], [0.628, 1.905, -2.816], [2.349, 3.095, -0.585], [2.866, 2.578, -2.199], [0.081, -0.330, 8.729], [-0.368, -0.984, 7.620], [-0.784, -2.104, 7.752], [-0.325, -0.244, 6.334], [-0.839, -0.871, 5.199], [-0.849, -0.241, 3.971], [-0.328, 1.060, 3.811], [-0.342, 1.899, 2.282], [0.197, 1.678, 4.960], [0.195, 1.042, 6.185], [0.361, 0.557, 8.487], [-1.242, -1.870, 5.313], [-1.266, -0.740, 3.105], [0.608, 2.674, 4.862], [0.622, 1.584, 7.025], [-2.127, -3.334, -0.168], [-2.120, -2.179, 0.228], [-1.175, -1.571, 0.850], [-3.366, -1.337, -0.034], [-4.535, -1.969, -0.439], [-5.683, -1.235, -0.708], [-5.663, 0.146, -0.611], [-4.482, 0.763, -0.238], [-3.343, 0.047, 0.081], [-4.432, 2.229, -0.212], [-5.483, 2.835, -0.110], [-3.343, 2.760, -0.330], [-4.517, -3.045, -0.539], [-6.593, -1.737, -1.009], [-6.532, 0.748, -0.830], [-2.463, 0.565, 0.443]], "mulliken_charge": [1.349, -0.227, -0.690, -0.418, 0.647, -0.749, -0.755, 0.112, 0.178, 0.390, 0.318, 0.297, 0.332, -0.500, 0.688, -0.590, 0.823, -0.734, -0.310, 0.604, -0.544, -1.249, -0.619, 0.275, 0.435, 0.354, 0.369, 0.153, -0.700, 0.244, -0.762, 0.016, -0.577, -0.456, -0.570, -0.223, 0.329, 0.950, -0.620, -0.569, 0.488, 0.374, 0.463, 0.673]}